The following is a DFT calculation (the ωB97M-V functional and the def2-TZVPD basis) of a molecular structure, C43H47GaN4P2Si2.

Calculated values
Kohn-Sham gap = 6.38 eV
HOMO level = -7.29 eV
F_max = 0.5 eV/Å

Last column: natural (NBO) charge in e.
Geometry (Å):
Ga -0.38142 0.56047 -0.84978  1.76
C 2.40687 -2.89347 -1.46077  -1.13
Si 2.48740 -1.06735 -1.89500  1.87
C 1.97550 -0.73516 -3.67899  -1.13
C 4.30891 -0.61585 -1.77595  -1.14
N 1.45257 -0.15881 -0.82599  -1.70
P 1.83518 0.62216 0.58611  1.82
C 0.43474 1.06910 1.33696  -1.60
P -0.88848 0.16884 1.75759  1.84
N -1.63033 -0.36326 0.36348  -1.70
Si -3.31222 -0.79493 0.15131  1.87
C -4.20467 -1.08028 1.77968  -1.14
C -4.21303 0.57864 -0.75068  -1.14
C -3.51257 -2.38494 -0.83274  -1.14
C -0.60410 -1.25327 2.85062  -0.43
C -0.88257 -2.54911 2.42902  -0.20
C -0.50731 -3.63798 3.20593  -0.21
C 0.14991 -3.43594 4.41080  -0.21
C 0.43112 -2.14385 4.83988  -0.23
C 0.05969 -1.05925 4.06211  -0.13
C -2.06371 1.22733 2.66669  -0.41
C -2.39480 2.43928 2.06005  -0.12
C -3.29566 3.30485 2.65623  -0.24
C -3.86700 2.97801 3.88113  -0.19
C -3.53613 1.78112 4.49643  -0.22
C -2.64436 0.90652 3.88729  -0.19
C 2.69806 2.17516 0.16555  -0.41
C 3.07154 3.04406 1.19195  -0.12
C 3.61255 4.28477 0.90280  -0.24
C 3.76787 4.68591 -0.42058  -0.21
C 3.37892 3.84009 -1.44586  -0.21
C 2.84720 2.58918 -1.15133  -0.20
C 3.08302 -0.38243 1.45770  -0.33
C 2.69366 -1.61744 1.97557  -0.21
C 3.60558 -2.43245 2.62689  -0.21
C 4.92538 -2.02404 2.76833  -0.20
C 5.32612 -0.80099 2.25158  -0.22
C 4.41111 0.01391 1.59804  -0.20
H 2.90255 -3.51003 -2.21608  0.23
H 2.92736 -3.04556 -0.51089  0.24
H 1.38927 -3.26443 -1.33549  0.22
H 1.80731 -1.65719 -4.24098  0.24
H 1.06992 -0.13081 -3.76348  0.23
H 2.77549 -0.18353 -4.17974  0.24
H 4.79514 -0.99225 -2.68186  0.24
H 4.48650 0.46020 -1.73201  0.24
H 4.80196 -1.07691 -0.91898  0.24
H -4.53111 -0.14237 2.23038  0.25
H -5.09576 -1.67786 1.56528  0.24
H -3.61679 -1.62568 2.52158  0.24
H -4.23989 1.47605 -0.12638  0.24
H -3.73593 0.84653 -1.69567  0.23
H -5.24457 0.29108 -0.97354  0.24
H -2.78556 -3.15015 -0.54830  0.23
H -4.50941 -2.78652 -0.62941  0.24
H -3.43306 -2.23700 -1.91145  0.24
H -1.37936 -2.70246 1.47773  0.23
H -0.72632 -4.64367 2.86878  0.21
H 0.44598 -4.28349 5.01642  0.21
H 0.95233 -1.98347 5.77517  0.22
H 0.30818 -0.05346 4.38127  0.22
H -1.93330 2.70230 1.11453  0.22
H -3.54853 4.23822 2.16843  0.21
H -4.56738 3.65656 4.35204  0.21
H -3.97834 1.51867 5.44934  0.21
H -2.41946 -0.03748 4.36757  0.22
H 2.91622 2.74875 2.22355  0.22
H 3.90213 4.94731 1.70886  0.21
H 4.18231 5.66041 -0.64667  0.21
H 3.48014 4.15149 -2.47811  0.21
H 2.52605 1.94179 -1.95830  0.23
H 1.67070 -1.95310 1.86385  0.23
H 3.28085 -3.38679 3.02261  0.22
H 5.63964 -2.65856 3.27779  0.21
H 6.35486 -0.47825 2.35097  0.21
H 4.74359 0.95773 1.18704  0.23
C -1.59123 -3.98755 -4.23871  -0.18
C -0.95676 -3.71587 -3.03653  -0.21
C -0.88048 -2.40958 -2.57851  -0.21
C -1.42590 -1.38682 -3.33608  0.16
C -2.06745 -1.64557 -4.54319  -0.22
C -2.14911 -2.95438 -4.98547  -0.21
N -1.28062 -0.07397 -2.79913  -0.24
N -1.68200 0.86066 -3.49877  -0.10
C -1.46811 2.15474 -2.93155  0.11
C -1.90341 3.23881 -3.68199  -0.21
C -1.68010 4.51226 -3.18121  -0.22
C -1.03007 4.67112 -1.96238  -0.17
C -0.60838 3.56497 -1.22823  -0.20
C -0.82745 2.27941 -1.70443  -0.55
H -1.65756 -5.00688 -4.59688  0.22
H -0.52494 -4.51706 -2.45041  0.22
H -0.41666 -2.17692 -1.62766  0.24
H -2.49063 -0.83241 -5.11416  0.24
H -2.64753 -3.17239 -5.92099  0.22
H -2.39824 3.07482 -4.63098  0.22
H -2.00662 5.37962 -3.74002  0.22
H -0.84696 5.66861 -1.58116  0.21
H -0.09809 3.69973 -0.27946  0.23